Arrangement P

Formula: C5H7NO2
Source: the OMol25 dataset
Level of theory: ωB97M-V/def2-TZVPD

Properties
Structure (SMILES): C#[N+][O-].CC(C)=C=O
Highest occupied orbital energy (eV): -8.18

Last column: natural (NBO) charge in e.
CARTESIAN COORDINATES (ANGSTROEM)
C1 -0.818 -0.085 -2.330  -0.046
N1 -0.784 1.007 -1.959  0.222
O1 -0.830 2.096 -1.476  -0.408
H1 -1.075 -0.850 -2.896  0.235
C2 -0.793 0.212 1.454  -0.604
C3 0.232 -0.540 0.675  -0.311
C4 1.667 0.052 0.640  -0.600
C5 -0.112 -1.487 -0.210  0.689
O2 -0.411 -2.460 -0.777  -0.488
H2 -0.495 0.316 2.433  0.211
H3 -1.779 -0.187 1.456  0.223
H4 -0.657 1.246 1.114  0.220
H5 1.609 0.877 1.311  0.218
H6 1.844 0.519 -0.319  0.216
H7 2.400 -0.716 0.885  0.223

---

Arrangement Q

Formula: C5H7NO2
Source: the OMol25 dataset
Level of theory: ωB97M-V/def2-TZVPD

Properties
Highest occupied orbital energy (eV): -9.80

Last column: natural (NBO) charge in e.
CARTESIAN COORDINATES (ANGSTROEM)
C1 2.307 -0.232 -0.318  -0.758
C2 1.191 0.786 -0.168  0.683
C3 -0.406 -0.738 0.658  -0.284
C4 -1.169 0.448 0.050  -0.185
C5 -2.557 0.130 -0.358  0.433
H1 1.874 -1.306 -1.173  0.269
H2 3.320 0.330 -0.864  0.266
H3 2.570 -0.567 0.897  0.268
H4 -0.664 -1.721 0.621  0.206
H5 -0.150 -0.539 1.776  0.221
H6 -1.164 1.450 0.522  0.235
H7 -2.756 -0.815 -1.108  0.107
N1 -0.077 0.014 -0.595  -0.422
O1 1.197 1.923 0.152  -0.521
O2 -3.516 0.836 -0.090  -0.518

---

Arrangement R

Formula: C5H7NO2
Source: the OMol25 dataset
Level of theory: ωB97M-V/def2-TZVPD

Properties
Structure (SMILES): O=CN1[C@@H]2COC[C@@H]21
Highest occupied orbital energy (eV): -9.91

Last column: natural (NBO) charge in e.
CARTESIAN COORDINATES (ANGSTROEM)
O1 1.926 1.482 -1.478  -0.584
C1 1.236 1.565 -0.429  0.526
N1 0.224 0.728 -0.106  -0.445
C2 0.327 -0.716 -0.480  -0.090
C3 -1.130 -1.267 -0.610  -0.072
O2 -1.853 -0.813 0.442  -0.496
C4 -0.966 -0.555 1.525  -0.113
C5 0.369 -0.260 0.991  -0.110
H1 1.508 2.250 0.413  0.122
H2 1.289 -0.940 -0.940  0.250
H3 -1.012 -2.339 -0.810  0.170
H4 -1.683 -0.781 -1.453  0.204
H5 -1.533 0.307 1.926  0.209
H6 -1.071 -1.264 2.372  0.194
H7 1.326 -0.289 1.540  0.235

---

Arrangement S

Formula: C5H7NO2
Source: the OMol25 dataset
Level of theory: ωB97M-V/def2-TZVPD

Properties
Structure (SMILES): [H]/N=C\O[C@@]1(C)OC1=C
Highest occupied orbital energy (eV): -9.69

Last column: natural (NBO) charge in e.
CARTESIAN COORDINATES (ANGSTROEM)
H1 -1.553 -1.007 -0.145  0.347
N1 -2.122 -0.528 0.547  -0.670
C1 -1.644 0.488 1.077  0.417
O1 -0.581 1.324 0.708  -0.502
C2 0.399 0.708 -0.056  0.449
C3 0.340 1.017 -1.530  -0.650
O2 1.686 0.664 0.563  -0.447
C4 1.012 -0.510 0.468  0.266
C5 1.176 -1.791 0.686  -0.513
H2 -2.197 1.007 1.851  0.167
H3 1.169 0.538 -2.044  0.233
H4 -0.604 0.667 -1.943  0.227
H5 0.399 2.095 -1.670  0.231
H6 2.100 -2.171 1.086  0.223
H7 0.420 -2.501 0.403  0.221

---

Most stable structure - arrangement R; separation to the second - 0.0034 hartree.

---

Arrangement P

Formula: C3H14O4
Source: the OMol25 dataset
Level of theory: ωB97M-V/def2-TZVPD

Properties
Structure (SMILES): CC(C)O.O.O.O
Highest occupied orbital energy (eV): -10.25

Last column: natural (NBO) charge in e.
CARTESIAN COORDINATES (ANGSTROEM)
C1 -0.659 -0.057 1.454  -0.656
C2 -0.319 1.357 1.037  0.095
C3 1.128 1.700 0.710  -0.625
O1 -1.150 1.837 -0.015  -0.728
H1 -1.565 -0.191 2.035  0.210
H2 -0.655 -0.692 0.553  0.231
H3 0.156 -0.587 1.963  0.221
H4 -0.462 1.929 1.975  0.144
H5 1.612 1.031 -0.010  0.201
H6 1.230 2.713 0.346  0.224
H7 1.680 1.547 1.639  0.213
H8 -2.013 1.898 0.359  0.468
O2 -0.469 -4.234 0.280  -0.936
H9 -1.053 -4.554 -0.397  0.467
H10 -0.525 -4.897 0.980  0.470
O3 0.554 2.027 -2.488  -0.945
H11 -0.194 2.365 -2.000  0.480
H12 1.168 1.724 -1.834  0.465
O4 0.629 -1.288 -2.153  -0.940
H13 1.154 -2.049 -1.974  0.469
H14 -0.246 -1.577 -2.459  0.473

---

Arrangement Q

Formula: C3H14O4
Source: the OMol25 dataset
Level of theory: ωB97M-V/def2-TZVPD

Properties
Structure (SMILES): C=CC.O.O.O.O
Highest occupied orbital energy (eV): -9.77

Last column: natural (NBO) charge in e.
CARTESIAN COORDINATES (ANGSTROEM)
C1 -0.435 -0.224 3.121  -0.387
C2 -1.017 0.438 2.128  -0.187
C3 -0.512 1.826 1.804  -0.667
H1 -0.742 -1.165 3.563  0.198
H2 0.510 0.141 3.513  0.189
H3 -1.957 0.112 1.695  0.188
H4 0.557 1.749 1.565  0.230
H5 -0.824 2.199 0.821  0.213
H6 -0.731 2.534 2.593  0.223
O1 -2.105 1.601 -2.078  -0.953
H7 -2.163 0.806 -1.543  0.477
H8 -2.849 2.143 -1.794  0.481
O2 1.654 -1.688 -0.147  -0.943
H9 1.319 -1.102 -0.841  0.478
H10 0.765 -1.911 0.177  0.466
O3 0.839 1.030 -2.172  -0.965
H11 -0.008 1.477 -2.290  0.493
H12 0.931 0.432 -2.919  0.469
O4 1.908 -3.573 -2.399  -0.962
H13 2.456 -3.505 -3.181  0.467
H14 2.404 -3.319 -1.616  0.492

---

Most stable structure - arrangement P; separation to the second - 0.0150 hartree.

---

Arrangement P

Formula: C5H6ClNO
Source: the OMol25 dataset
Level of theory: ωB97M-V/def2-TZVPD

Properties
Structure (SMILES): C=CC=C=O.C=NCl
Highest occupied orbital energy (eV): -8.04

Last column: natural (NBO) charge in e.
CARTESIAN COORDINATES (ANGSTROEM)
C1 1.213 0.152 1.566  -0.434
C2 1.238 0.269 0.232  -0.153
C3 0.513 1.284 -0.513  -0.605
C4 -0.210 2.282 -0.138  0.773
O1 -0.684 3.286 0.235  -0.455
H1 0.981 0.932 2.215  0.192
H2 1.854 -0.558 1.946  0.187
H3 1.987 -0.254 -0.340  0.211
H4 0.499 1.093 -1.582  0.272
C5 -2.663 0.193 -2.092  -0.060
N1 -1.816 1.081 -1.993  -0.380
Cl1 -0.874 1.465 -3.452  0.063
H5 -3.381 -0.095 -1.230  0.208
H6 -2.990 -0.427 -2.997  0.180

---

Arrangement Q

Formula: C5H6ClNO
Source: the OMol25 dataset
Level of theory: ωB97M-V/def2-TZVPD

Properties
Highest occupied orbital energy (eV): -8.86

Last column: natural (NBO) charge in e.
CARTESIAN COORDINATES (ANGSTROEM)
C1 1.012 -0.563 -1.239  0.114
C2 1.646 -0.402 0.148  -0.149
C3 0.241 0.762 -0.738  -0.162
C4 -0.477 0.275 0.447  -0.013
C5 0.358 -0.578 1.069  -0.251
H1 0.897 -2.638 -1.356  0.443
H2 1.817 -0.071 -1.950  0.139
H3 2.649 -0.676 0.906  0.250
H4 2.079 1.256 -0.961  0.325
H5 -0.112 1.419 -1.467  0.223
H6 -0.091 -1.279 2.044  0.263
N1 1.454 1.123 -0.095  -0.539
O1 0.179 -1.539 -1.793  -0.638
Cl1 -2.090 0.557 1.157  -0.006

---

Most stable structure - arrangement P; separation to the second - 0.1066 hartree.

---

Arrangement P

Formula: C14H16N4O3
Source: the OMol25 dataset
Level of theory: ωB97M-V/def2-TZVPD

Properties
Structure (SMILES): CCOC(=O)Cn1nc(C)cc1NC(=O)c1cccnc1
Highest occupied orbital energy (eV): -8.83

Last column: natural (NBO) charge in e.
CARTESIAN COORDINATES (ANGSTROEM)
C1 -3.341 0.285 -2.624  -0.634
C2 -2.158 -0.456 -2.021  -0.074
O1 -1.671 0.210 -0.853  -0.515
C3 -2.299 -0.042 0.297  0.794
O2 -3.207 -0.819 0.419  -0.595
C4 -1.705 0.741 1.458  -0.342
N1 -0.764 1.748 1.071  -0.159
N2 -1.078 3.031 1.259  -0.275
C5 -0.086 3.752 0.768  0.148
C6 -0.097 5.237 0.819  -0.636
C7 0.905 2.911 0.235  -0.361
C8 0.437 1.630 0.455  0.320
N3 1.031 0.432 0.062  -0.599
C9 1.066 -0.741 0.751  0.669
O3 0.592 -0.890 1.861  -0.609
C10 1.723 -1.860 0.018  -0.182
C11 1.259 -3.156 0.239  -0.128
C12 1.859 -4.208 -0.428  -0.252
C13 2.909 -3.925 -1.291  0.050
N4 3.377 -2.704 -1.484  -0.412
C14 2.806 -1.701 -0.844  0.046
H1 -3.644 -0.201 -3.547  0.217
H2 -4.178 0.275 -1.929  0.225
H3 -3.070 1.317 -2.836  0.213
H4 -2.445 -1.477 -1.751  0.201
H5 -1.311 -0.476 -2.710  0.187
H6 -1.232 0.012 2.131  0.282
H7 -2.515 1.244 1.992  0.262
H8 -0.021 5.652 -0.185  0.219
H9 -1.021 5.575 1.277  0.233
H10 0.747 5.602 1.402  0.220
H11 1.827 3.194 -0.229  0.222
H12 1.532 0.482 -0.813  0.413
H13 0.439 -3.311 0.925  0.241
H14 1.522 -5.223 -0.284  0.226
H15 3.406 -4.707 -1.849  0.197
H16 3.263 -0.733 -1.017  0.188

---

Arrangement Q

Formula: C14H16N4O3
Source: the OMol25 dataset
Level of theory: ωB97M-V/def2-TZVPD

Properties
Structure (SMILES): O=[N+]([O-])c1ccc(-c2nnc(CNC3CCCC3)o2)cc1
Highest occupied orbital energy (eV): -9.24

Last column: natural (NBO) charge in e.
CARTESIAN COORDINATES (ANGSTROEM)
O1 6.718 2.249 -0.039  -0.375
N1 6.730 1.039 0.037  0.528
O2 7.731 0.360 0.116  -0.371
C1 5.458 0.357 0.032  0.013
C2 4.289 1.103 -0.062  -0.166
C3 3.073 0.452 -0.070  -0.216
C4 3.029 -0.941 0.016  -0.003
C5 1.765 -1.638 0.006  0.404
N2 1.580 -2.921 0.106  -0.266
N3 0.260 -3.139 0.056  -0.285
C6 -0.316 -1.986 -0.075  0.477
C7 -1.769 -1.720 -0.209  -0.274
N4 -2.122 -0.463 0.411  -0.612
C8 -3.531 -0.119 0.341  -0.048
C9 -4.005 0.384 -1.044  -0.429
C10 -4.109 1.901 -0.900  -0.402
C11 -4.623 2.071 0.526  -0.403
C12 -3.822 1.039 1.319  -0.407
O3 0.583 -0.982 -0.118  -0.410
C13 4.211 -1.680 0.113  -0.185
C14 5.427 -1.032 0.120  -0.179
H1 4.353 2.178 -0.127  0.251
H2 2.154 1.014 -0.141  0.231
H3 -2.306 -2.532 0.290  0.233
H4 -2.019 -1.773 -1.288  0.190
H5 -1.565 0.292 0.022  0.356
H6 -4.082 -1.019 0.630  0.194
H7 -4.986 -0.033 -1.275  0.207
H8 -3.320 0.088 -1.839  0.206
H9 -3.123 2.360 -0.996  0.191
H10 -4.767 2.346 -1.644  0.214
H11 -5.687 1.830 0.562  0.196
H12 -4.487 3.082 0.906  0.213
H13 -2.871 1.464 1.644  0.209
H14 -4.352 0.696 2.204  0.217
H15 4.145 -2.754 0.180  0.246
H16 6.356 -1.575 0.193  0.254

---

Most stable structure - arrangement P; separation to the second - 0.1297 hartree.

---

Arrangement P

Formula: C8H16O4
Source: the OMol25 dataset
Level of theory: ωB97M-V/def2-TZVPD

Properties
Structure (SMILES): CCOC(C)=O.CCOC(C)=O
Highest occupied orbital energy (eV): -10.15

Last column: natural (NBO) charge in e.
CARTESIAN COORDINATES (ANGSTROEM)
C1 -2.776 4.228 6.817  -0.630
C2 -4.078 3.429 6.507  -0.074
O1 -4.365 2.609 7.628  -0.516
C3 -4.119 1.315 7.726  0.803
C4 -4.387 0.817 9.151  -0.720
O2 -3.694 0.605 6.830  -0.608
H1 -2.970 4.986 7.594  0.212
H2 -2.423 4.740 5.906  0.216
H3 -1.978 3.555 7.173  0.218
H4 -4.931 4.121 6.370  0.190
H5 -3.984 2.824 5.585  0.202
H6 -3.840 -0.137 9.234  0.232
H7 -5.467 0.613 9.248  0.236
H8 -4.078 1.473 9.982  0.240
C5 -6.361 -2.627 11.432  -0.630
C6 -5.041 -2.225 12.025  -0.076
O3 -5.033 -2.567 13.424  -0.519
C7 -4.675 -1.762 14.412  0.799
C8 -4.727 -2.402 15.813  -0.712
O4 -4.625 -0.555 14.325  -0.606
H9 -6.865 -3.550 11.765  0.226
H10 -6.105 -2.732 10.364  0.215
H11 -7.062 -1.783 11.545  0.212
H12 -4.189 -2.679 11.484  0.186
H13 -4.980 -1.128 11.889  0.204
H14 -5.136 -1.783 16.629  0.242
H15 -3.701 -2.705 16.080  0.233
H16 -5.347 -3.309 15.716  0.227

---

Arrangement Q

Formula: C8H16O4
Source: the OMol25 dataset
Level of theory: ωB97M-V/def2-TZVPD

Properties
Highest occupied orbital energy (eV): -9.37

Last column: natural (NBO) charge in e.
CARTESIAN COORDINATES (ANGSTROEM)
C1 0.393 -2.833 0.291  -0.623
C2 -0.166 -1.636 -0.219  0.337
C3 -1.815 -0.047 0.304  0.358
C4 -2.889 -0.440 -0.649  -0.703
C5 -0.070 1.538 0.080  0.352
C6 -0.427 3.043 0.226  -0.654
C7 1.741 0.033 0.114  0.369
C8 3.162 0.017 -0.252  -0.650
H1 -0.424 -3.421 1.067  0.220
H2 0.551 -3.517 -0.758  0.230
H3 1.304 -2.468 0.872  0.233
H4 -0.956 -1.727 -1.043  0.185
H5 -2.172 0.428 1.180  0.186
H6 -3.494 0.561 -0.667  0.251
H7 -3.455 -1.477 -0.529  0.252
H8 -2.540 -0.335 -1.890  0.244
H9 -0.006 1.438 1.274  0.107
H10 -0.945 3.507 -0.822  0.229
H11 -1.088 3.417 1.355  0.213
H12 0.792 3.305 0.689  0.235
H13 1.409 0.088 1.243  0.173
H14 3.674 -0.866 -0.232  0.227
H15 3.702 0.759 0.335  0.226
H16 3.414 0.398 -1.345  0.236
O1 -0.924 -1.097 0.805  -0.545
O2 -1.010 0.862 -0.517  -0.556
O3 1.207 1.386 -0.317  -0.561
O4 1.033 -0.916 -0.595  -0.569

---

Most stable structure - arrangement P; separation to the second - 0.2492 hartree.